The following is a DFT calculation (ωB97M-V/def2-TZVPD) of the ion C7H17N2Si with charge +1 at a distorted geometry.

As for the HOMO-LUMO gap: 7.2189 eV. Its SMILES is CC/N=C(\C)[C@H](C)[N+](C)=[SiH2]. For the molecular weight, the calculation gives 157.3 Da. Its highest occupied orbital energy is -12.641 eV. Its energy is -675.57258 a.u.

Geometry as ORCA input:
```
! RIJCOSX wB97M-V def2-TZVPD def2/J DEFGRID3
* xyz 1 1
C 0.4346 0.3941 0.1912
C -0.9674 0.9433 -0.2365
C 1.2843 1.2758 1.1276
C -1.5519 2.0056 0.6398
C 3.1423 -1.0693 -1.1680
C -1.9789 -0.8362 -1.6106
C 1.9807 -1.3854 -0.2169
N -2.0313 -0.1898 -0.2841
N 0.7349 -0.6256 -0.4823
Si -2.9359 -0.8989 0.9993
H -0.8617 1.3151 -1.2389
H 2.2673 0.7882 1.3228
H 0.6966 1.4457 2.1383
H 1.3817 2.1396 0.5670
H -2.5671 2.1929 0.3577
H -1.0255 3.0331 0.5701
H -1.3950 1.7708 1.6866
H 3.7761 -0.4130 -0.6466
H 3.7276 -2.0500 -1.3004
H 2.9014 -0.7035 -2.1302
H -2.5363 -0.1389 -2.3538
H -1.0134 -1.0304 -1.9422
H -2.4612 -1.7204 -1.5225
H 2.2215 -1.2379 0.8367
H 1.6977 -2.4575 -0.3795
H -3.2639 -2.3394 0.8132
H -3.2527 0.0155 2.0437
*
```